DFT (wB97M-V/def2-TZVPD) results for a molecular structure, C14H15AsClKN2O4S at a distorted geometry.

Results
Electronic energy ... -126454.1013 eV
Charge ... 0

```
39
Properties=species:S:1:pos:R:3:lowdin_charge:R:1
K -0.167 0.514 0.193 0.738
O -3.306 2.725 -3.777 0.115
C -4.222 2.221 -2.975 -0.518
O -5.403 2.371 -3.160 0.070
C -3.731 1.318 -1.888 -0.047
C -4.509 0.884 -0.832 -0.551
Cl -6.101 1.322 -0.417 0.829
N -3.756 0.070 -0.045 -0.053
N -2.507 -0.022 -0.552 0.037
C -2.477 0.715 -1.652 -0.132
C -1.124 0.898 -2.361 -0.639
O -1.057 1.852 -3.146 0.042
O -0.211 0.130 -2.012 -0.167
C -4.018 -0.580 1.212 -0.159
C -5.304 -0.912 1.600 -0.044
C -5.503 -1.522 2.833 -0.070
C -4.437 -1.817 3.662 -0.085
C -3.149 -1.526 3.240 -0.073
C -2.933 -0.917 2.019 -0.022
H -2.369 2.438 -3.494 0.040
H -6.149 -0.723 0.964 0.062
H -6.512 -1.771 3.127 0.107
H -4.612 -2.290 4.618 0.104
H -2.304 -1.782 3.862 0.105
H -1.932 -0.749 1.667 0.060
C 2.817 3.539 3.173 -0.259
As 1.808 2.181 2.277 0.599
C 2.319 0.522 3.112 -0.252
C 2.600 2.061 0.515 -0.253
S -0.263 2.559 2.347 0.060
H 3.865 3.244 3.245 0.041
H 2.382 3.670 4.169 0.044
H 2.724 4.472 2.612 0.046
H 3.389 0.523 3.321 0.041
H 2.097 -0.322 2.451 0.036
H 1.739 0.420 4.034 0.044
H 3.634 1.728 0.634 0.050
H 2.570 3.054 0.058 0.055
H 2.091 1.368 -0.159 -0.003
```